(1)
The following is a DFT calculation (the ωB97M-V functional and the def2-TZVPD basis) of a molecular structure, C38H42N8P3PtS in a non-equilibrium geometry.

Calculated values
HOMO (alpha / beta)   -15.7 / -15.7 eV
Charge   +3
Molar mass   930.88 g/mol
Kohn-Sham gap (alpha / beta)   5.831 / 5.831 eV

Atoms and positions in Å:
1 Pt 0.50 0.48 0.19
2 N 4.72 -0.21 -0.43
3 C 3.49 0.12 -0.05
4 S 2.18 -0.43 -1.10
5 N 3.34 0.83 1.05
6 N 2.08 1.10 1.38
7 C 1.75 1.74 2.44
8 C 0.34 2.06 2.63
9 C -0.11 2.82 3.70
10 C -1.45 3.18 3.76
11 C -2.30 2.77 2.75
12 C -1.79 2.00 1.72
13 N -0.51 1.64 1.67
14 H 4.89 -0.73 -1.28
15 H 5.51 0.07 0.13
16 H 2.51 2.08 3.15
17 H 0.59 3.15 4.46
18 H -1.81 3.78 4.58
19 H -3.35 3.05 2.75
20 H -2.43 1.64 0.92
21 C -0.54 -4.02 0.22
22 N -0.36 -2.56 0.10
23 P 0.27 -1.61 1.34
24 C -0.80 -1.89 2.75
25 C -0.54 -2.92 3.66
26 C -1.43 -3.19 4.68
27 C -2.59 -2.44 4.81
28 C -2.87 -1.42 3.90
29 C -1.98 -1.16 2.88
30 C 1.88 -2.24 1.82
31 C 2.39 -1.82 3.06
32 C 3.67 -2.19 3.43
33 C 4.44 -2.99 2.59
34 C 3.93 -3.40 1.36
35 C 2.66 -3.02 0.97
36 P -0.72 -1.66 -1.26
37 C -0.47 -2.57 -2.75
38 C -1.60 -3.09 -3.39
39 C -1.43 -3.85 -4.54
40 C -0.15 -4.06 -5.05
41 C 0.97 -3.52 -4.42
42 C 0.82 -2.77 -3.27
43 C -2.39 -1.01 -1.22
44 C -3.34 -1.51 -0.33
45 C -4.64 -1.00 -0.36
46 C -4.97 -0.01 -1.27
47 C -4.02 0.48 -2.17
48 C -2.73 -0.02 -2.14
49 H 0.32 -4.46 0.73
50 H -0.61 -4.45 -0.77
51 H -1.45 -4.25 0.78
52 H 0.37 -3.51 3.57
53 H -1.22 -3.99 5.38
54 H -3.28 -2.65 5.62
55 H -3.78 -0.85 4.00
56 H -2.23 -0.40 2.14
57 H 1.78 -1.23 3.73
58 H 4.06 -1.89 4.39
59 H 5.43 -3.29 2.89
60 H 4.53 -4.03 0.71
61 H 2.27 -3.34 0.01
62 H -2.59 -2.91 -3.00
63 H -2.29 -4.28 -5.03
64 H -0.03 -4.65 -5.95
65 H 1.95 -3.69 -4.83
66 H 1.68 -2.35 -2.77
67 H -3.08 -2.28 0.38
68 H -5.39 -1.39 0.31
69 H -5.99 0.37 -1.30
70 H -4.30 1.23 -2.89
71 H -1.99 0.34 -2.85
72 C -0.16 5.39 -1.59
73 N 1.21 5.08 -1.18
74 C 2.03 4.88 -2.37
75 N 1.50 3.84 -3.25
76 C 0.13 4.17 -3.62
77 N -0.74 4.37 -2.46
78 C -1.00 3.13 -1.75
79 P 0.61 2.45 -1.12
80 C 1.27 3.96 -0.27
81 C 1.61 2.51 -2.67
82 H -0.15 6.34 -2.14
83 H -0.79 5.52 -0.71
84 H 3.05 4.62 -2.07
85 H 2.07 5.81 -2.93
86 H -0.28 3.39 -4.26
87 H 0.15 5.10 -4.19
88 H -1.46 2.40 -2.42
89 H -1.68 3.31 -0.92
90 H 2.30 3.78 0.04
91 H 0.68 4.17 0.63
92 H 1.26 1.76 -3.38
93 H 2.66 2.29 -2.45



(2)
The following is a DFT calculation (the ωB97M-V functional and the def2-TZVPD basis) of a molecular structure, C38H43BBrN8O2S5Sn.

Calculated values
HOMO   -3.9 eV
ΔE to the lowest compared entry with this formula, charge and spin   67.0 kJ/mol
Charge   -1
Molar mass   1013.58 g/mol
Kohn-Sham gap   5.749 eV

Atoms and positions in Å:
1 Sn 0.16 -0.35 -0.50
2 S -1.92 2.37 2.82
3 C -0.95 3.39 1.94
4 N -1.43 4.41 1.20
5 C -0.54 5.28 0.46
6 C 0.67 5.58 1.29
7 N 1.32 4.33 1.66
8 C 2.77 4.26 1.88
9 C 3.52 5.53 1.56
10 C 4.21 5.66 0.36
11 C 4.90 6.83 0.07
12 C 4.91 7.88 0.98
13 C 4.24 7.75 2.18
14 C 3.55 6.58 2.47
15 C 0.58 3.24 1.99
16 S 1.29 1.83 2.44
17 C -2.86 4.64 0.98
18 C -3.35 5.83 1.77
19 C -3.81 6.97 1.11
20 C -4.27 8.07 1.83
21 C -4.28 8.04 3.22
22 C -3.81 6.91 3.88
23 C -3.35 5.81 3.17
24 H -1.08 6.21 0.25
25 H -0.27 4.83 -0.50
26 H 0.37 6.15 2.18
27 H 1.37 6.19 0.73
28 H 3.16 3.42 1.31
29 H 2.93 4.01 2.94
30 H 4.21 4.84 -0.35
31 H 5.44 6.91 -0.87
32 H 5.45 8.79 0.75
33 H 4.25 8.56 2.90
34 H 3.03 6.48 3.42
35 H -3.39 3.74 1.26
36 H -3.01 4.80 -0.09
37 H -3.81 6.99 0.03
38 H -4.63 8.95 1.31
39 H -4.64 8.89 3.78
40 H -3.81 6.88 4.97
41 H -3.00 4.93 3.68
42 C -2.48 -4.12 -0.27
43 N -3.31 -2.99 -0.61
44 C -4.54 -2.70 -0.04
45 C -4.99 -1.60 -0.67
46 N -4.07 -1.22 -1.62
47 B -4.42 0.04 -2.53
48 N -3.26 0.39 -3.49
49 C -3.18 -0.11 -4.78
50 C -2.12 0.46 -5.39
51 N -1.55 1.32 -4.45
52 C -0.39 2.16 -4.68
53 C -2.25 1.27 -3.29
54 S -1.86 2.14 -1.89
55 C -3.04 -2.07 -1.58
56 S -1.61 -2.10 -2.52
57 H -2.58 -4.34 0.80
58 H -1.45 -3.88 -0.50
59 H -2.77 -5.01 -0.83
60 H -4.97 -3.29 0.75
61 H -5.90 -1.03 -0.52
62 H -5.39 -0.26 -3.20
63 H -4.64 0.96 -1.78
64 H -3.87 -0.84 -5.14
65 H -1.71 0.33 -6.37
66 H -0.21 2.21 -5.75
67 H 0.49 1.75 -4.18
68 H -0.58 3.15 -4.28
69 N -1.48 -1.19 2.06
70 C -0.52 -1.69 3.04
71 C 0.50 -2.64 2.39
72 C 1.76 -1.92 1.92
73 O 2.84 -2.25 2.39
74 O 1.63 -0.97 1.05
75 H -1.89 -0.31 2.36
76 H -2.23 -1.84 1.91
77 H -1.01 -2.21 3.87
78 H 0.01 -0.83 3.46
79 H 0.04 -3.13 1.53
80 H 0.82 -3.40 3.10
81 S 3.87 -3.52 -1.72
82 C 2.59 -3.92 -2.79
83 C 1.51 -3.16 -2.50
84 N 1.68 -2.27 -1.47
85 C 2.88 -2.35 -0.96
86 H 2.71 -4.68 -3.55
87 H 0.55 -3.20 -3.01
88 H 3.22 -1.75 -0.12
89 Br 4.17 4.20 -3.98
90 C 3.21 2.87 -3.00
91 C 3.52 1.54 -3.16
92 C 2.78 0.58 -2.47
93 C 1.73 0.92 -1.62
94 C 1.48 2.28 -1.47
95 C 2.19 3.27 -2.15
96 H 4.33 1.24 -3.83
97 H 3.03 -0.46 -2.64
98 H 0.66 2.60 -0.83
99 H 1.94 4.32 -2.04